Computed, not measured: 2 unconnected molecules or ions with the total composition C18H38BrIN4O3PS, with wB97M-V/def2-TZVPD.

XYZ file:
```
67
C18H38BrIN4O3PS | the OMol25 dataset | wB97M-V/def2-TZVPD
C -6.54 -3.21 -1.43
C -5.94 -1.85 -1.76
C -6.52 -1.29 -3.07
C -6.05 -0.86 -0.59
C -4.73 -0.12 -0.33
C -4.55 1.03 -1.37
C -4.78 0.47 1.06
O -3.51 0.98 1.56
N -2.62 -0.04 1.61
N -2.84 -1.09 2.38
C -1.83 -1.90 2.16
I -1.61 -3.74 3.03
N -0.97 -1.32 1.26
C 0.27 -1.94 0.76
C -0.02 -2.66 -0.58
C 0.66 -4.01 -0.71
Br -0.61 -5.31 -1.46
C -1.47 -0.12 0.92
P -0.72 1.12 -0.17
O -1.73 2.31 -0.20
O -0.61 0.52 -1.63
S 0.97 1.60 0.56
H -6.32 -3.48 -0.41
H -7.61 -3.24 -1.60
H -6.08 -3.95 -2.07
H -4.88 -2.04 -1.96
H -6.46 -0.22 -3.13
H -7.55 -1.62 -3.19
H -5.97 -1.68 -3.92
H -6.86 -0.16 -0.74
H -6.28 -1.44 0.30
H -3.95 -0.87 -0.45
H -3.83 0.72 -2.13
H -4.20 1.92 -0.88
H -5.50 1.22 -1.85
H -5.22 -0.22 1.78
H -5.43 1.34 1.04
H 0.95 -1.13 0.57
H 0.65 -2.62 1.50
H 0.20 -2.01 -1.41
H -1.09 -2.84 -0.61
H 1.48 -3.99 -1.41
H 0.96 -4.44 0.23
H -1.74 2.74 -1.07
H -1.45 0.21 -1.99
C 7.78 3.88 2.28
C 6.66 2.86 2.18
N 5.97 2.88 0.90
C 4.74 2.11 0.90
C 4.84 0.59 1.10
C 6.82 2.73 -0.27
C 7.68 1.46 -0.38
H 7.42 4.89 2.07
H 8.20 3.87 3.29
H 8.60 3.66 1.59
H 5.93 3.10 2.96
H 7.06 1.87 2.43
H 4.21 2.31 -0.03
H 4.10 2.52 1.69
H 5.20 0.08 0.20
H 3.85 0.19 1.32
H 5.49 0.32 1.93
H 7.48 3.60 -0.32
H 6.19 2.82 -1.16
H 8.16 1.21 0.56
H 8.47 1.62 -1.12
H 7.10 0.60 -0.71
```

Kohn-Sham gap: 5.96 eV
E_tot: -4764.3826 a.u.
Net charge: +1
E_HOMO: -9.64 eV

---

Computed, not measured: a molecular structure, C18H38CeN3OPSSi, with wB97M-V/def2-TZVPD.

XYZ file:
```
64
C18H38CeN3OPSSi | the OMol25 dataset | wB97M-V/def2-TZVPD
Ce 0.19 0.16 -0.94
Si 0.13 -2.50 -2.27
P 0.63 1.43 -3.16
N -1.84 0.18 -1.02
H 0.53 1.59 0.34
C 0.92 3.20 -2.86
H 1.07 3.63 -3.86
H 1.80 3.31 -2.20
H 0.04 3.62 -2.33
C 2.08 0.64 -3.96
H 2.23 1.24 -4.86
H 1.87 -0.42 -4.16
H 2.94 0.68 -3.26
C -0.88 1.16 -4.17
H -0.67 1.68 -5.11
H -1.76 1.57 -3.63
H -1.06 0.07 -4.29
C 1.99 -3.07 -2.25
H 2.39 -3.24 -1.23
H 2.68 -2.38 -2.78
H 1.94 -4.03 -2.79
H -0.71 -3.47 -1.42
H -0.32 -2.19 -3.71
C -3.19 0.05 -1.17
C -5.43 0.89 -0.81
C -4.06 0.99 -0.56
C -3.68 -1.00 -1.98
C -5.05 -1.08 -2.23
C -5.91 -0.14 -1.63
H -6.11 1.62 -0.36
H -3.60 1.77 0.05
H -2.94 -1.68 -2.40
H -5.42 -1.87 -2.87
H -6.98 -0.22 -1.83
C 3.37 -0.11 0.03
O 2.35 -0.48 -0.68
C 3.20 0.56 1.35
H 4.13 1.09 1.64
H 2.96 -0.19 2.13
H 2.40 1.32 1.37
C 4.73 -0.44 -0.45
H 5.32 0.48 -0.62
H 4.62 -0.99 -1.39
H 5.24 -1.08 0.29
C -1.95 1.49 2.96
N -0.99 0.77 3.78
C -1.30 0.52 5.16
C -0.09 -0.03 3.17
S -0.15 0.03 1.46
N 0.75 -0.89 3.85
C 1.64 -0.39 4.90
C 1.19 -2.13 3.21
H -2.70 1.88 3.63
H -2.42 0.83 2.20
H -1.45 2.28 2.39
H -1.36 -0.55 5.38
H -0.53 0.92 5.83
H -2.27 0.98 5.37
H 1.45 -0.93 5.83
H 2.70 -0.54 4.64
H 1.50 0.68 5.08
H 0.61 -2.28 2.31
H 2.25 -2.10 2.96
H 1.00 -2.94 3.93
```

Kohn-Sham gap: 5.01 eV
E_tot: -2452.0253 a.u.
E_HOMO: -5.38 eV

---

Computed, not measured: 3 unconnected molecules or ions with the total composition C18H38N3O5P, with wB97M-V/def2-TZVPD.

XYZ file:
```
65
C18H38N3O5P | the OMol25 dataset | wB97M-V/def2-TZVPD
C 2.18 5.00 0.45
O 2.79 3.76 0.04
C 3.56 3.89 -1.17
C 4.27 2.46 -1.43
C 3.23 1.24 -1.47
C 3.04 0.46 -0.08
C 1.66 0.73 0.67
C 0.35 0.23 -0.11
C -0.29 1.30 -1.11
C -1.74 1.82 -0.69
P -3.05 0.57 -0.17
N -3.05 0.46 1.44
C -1.53 3.15 0.17
O -1.36 4.27 -0.77
C -1.58 3.90 -2.14
O -1.20 4.47 -3.17
C -2.47 2.56 -1.96
H 2.72 5.91 0.01
H 1.05 4.98 0.22
H 2.25 5.05 1.60
H 2.91 4.11 -2.10
H 4.36 4.68 -1.02
H 4.73 2.53 -2.48
H 5.12 2.30 -0.68
H 3.67 0.47 -2.21
H 2.27 1.63 -1.94
H 3.89 0.82 0.61
H 3.21 -0.65 -0.25
H 1.48 1.81 0.98
H 1.70 0.12 1.65
H 0.65 -0.75 -0.64
H -0.43 -0.03 0.70
H -0.35 0.79 -2.15
H 0.38 2.24 -1.19
H -2.70 -0.68 -0.81
H -4.34 1.05 -0.61
H -4.02 0.73 1.72
H -2.52 3.44 0.68
H -0.78 3.14 1.03
H -2.62 1.95 -2.90
H -3.40 3.01 -1.46
C 2.81 -3.19 3.63
C 1.44 -3.34 3.02
O 1.27 -3.40 1.81
N 0.37 -3.39 3.85
C 0.36 -3.33 5.30
H 3.56 -3.16 2.83
H 2.87 -2.26 4.20
H 3.02 -4.05 4.27
H -0.51 -3.48 3.37
H -0.10 -4.25 5.68
H -0.25 -2.47 5.60
H 1.36 -3.23 5.72
C -4.33 -2.94 -2.42
C -2.89 -3.15 -2.02
O -2.14 -2.21 -1.76
N -2.42 -4.42 -1.96
C -3.14 -5.65 -2.23
H -4.55 -1.87 -2.43
H -4.50 -3.34 -3.43
H -4.99 -3.43 -1.71
H -1.45 -4.48 -1.68
H -3.11 -6.27 -1.33
H -2.62 -6.18 -3.03
H -4.17 -5.48 -2.51
```

Kohn-Sham gap: 8.52 eV
E_tot: -1590.3359 a.u.
SMILES: COCCCCCCC[C@@]1([PH2]=N)COC(=O)C1.CNC(C)=O.CNC(C)=O
E_HOMO: -7.93 eV

---

Computed, not measured: a molecular structure, C18H38N4ReSb2, with wB97M-V/def2-TZVPD.

XYZ file:
```
63
C18H38N4ReSb2 | the OMol25 dataset | wB97M-V/def2-TZVPD
Re -0.88 -0.68 -0.66
N -2.79 0.06 0.10
C -3.54 -1.02 0.86
C -2.75 -2.33 0.95
N -1.97 -2.57 -0.31
C -2.93 -2.84 -1.43
C -2.27 -2.56 -2.75
N -1.72 -1.16 -2.68
C -1.05 -3.75 -0.16
C 0.39 -3.31 0.04
N 0.69 -2.19 -0.92
H -2.72 0.88 0.71
H -3.40 0.38 -0.65
H -4.50 -1.18 0.38
H -3.76 -0.67 1.87
H -3.43 -3.16 1.13
H -2.04 -2.30 1.78
H -3.80 -2.20 -1.32
H -3.29 -3.87 -1.36
H -2.97 -2.66 -3.57
H -1.44 -3.24 -2.95
H -2.48 -0.51 -2.90
H -1.07 -1.03 -3.45
H -1.12 -4.35 -1.07
H -1.38 -4.38 0.66
H 1.06 -4.16 -0.13
H 0.56 -2.95 1.05
H 0.71 -2.59 -1.86
H 1.65 -1.89 -0.76
C -0.60 -0.54 3.65
Sb 0.26 -0.05 1.77
C 2.31 -0.51 2.06
C 0.21 2.17 2.09
C 1.49 2.79 1.73
C 2.49 2.93 2.69
C 3.70 3.50 2.37
C 3.97 3.93 1.04
C 3.01 3.80 0.07
C 1.75 3.28 0.38
C 0.70 3.28 -0.64
Sb 0.64 1.34 -1.78
C 2.71 1.01 -2.08
C 0.02 2.18 -3.63
H -1.61 -0.13 3.74
H 0.03 -0.11 4.42
H -0.63 -1.62 3.78
H 2.69 0.12 2.86
H 2.89 -0.34 1.15
H 2.39 -1.55 2.36
H 0.02 2.19 3.16
H -0.65 2.50 1.52
H 2.29 2.63 3.71
H 4.46 3.65 3.13
H 4.92 4.40 0.81
H 3.20 4.18 -0.93
H 0.92 3.93 -1.48
H -0.32 3.39 -0.29
H 3.14 1.91 -2.51
H 2.85 0.19 -2.78
H 3.21 0.78 -1.14
H 0.75 2.95 -3.91
H -0.97 2.63 -3.53
H 0.01 1.42 -4.41
```

Kohn-Sham gap (alpha / beta): 4.56 / 4.51 eV
Relative energy (zero: lowest compared OMol25 entry of this formula, charge and spin): 34.26 kJ/mol
E_tot: -1484.8901 a.u.
Spin multiplicity: 2
Net charge: +4
E_HOMO (alpha / beta): -20.12 / -19.97 eV